[1]
Molecular formula: C2H9N2S2
Method: DFT, ωB97M-V with the def2-TZVPD basis set

Structure (ORCA input):
```
! wB97M-V def2-TZVPD RIJCOSX def2/J DEFGRID3
* xyz 1 3
C 1.9694 -0.7093 -0.7161
C 0.8656 0.1414 -0.2579
N -0.3517 -0.2605 -0.2055
N -3.3482 0.3481 0.5189
S 3.5481 -0.5996 0.2385
S 1.2412 1.6602 0.4740
H 2.2844 -0.5952 -1.7354
H 1.7944 -1.7549 -0.7775
H -1.1813 0.4210 0.2271
H -0.7818 -1.0283 -0.7683
H -3.7691 1.2023 0.5903
H -3.6733 -0.0723 1.3952
H -3.9855 0.0416 -0.2767
H 2.8481 -0.5589 1.3206
H 2.5396 1.7644 -0.0271
*
```

Computed properties:
Max |F|, hartree/bohr: 0.160
Kohn-Sham gap (alpha / beta), eV: 6.95 / 5.02
Expectation value of S²: 2.011
Lowest unoccupied orbital energy (alpha / beta), eV: -3.19 / -8.53
ΔE to the lowest compared entry with this formula, charge and spin, kJ/mol: 35.2

=====

[2]
Molecular formula: C8H16ClO3S2
Method: DFT, ωB97M-V with the def2-TZVPD basis set

Structure (ORCA input):
```
! wB97M-V def2-TZVPD RIJCOSX def2/J DEFGRID3
* xyz 1 1
O -1.4540 -0.4261 -1.2871
C -0.6685 -0.6370 -2.1548
Cl -0.2795 -2.2619 -2.6821
C 0.0659 0.4369 -2.9274
S 0.4885 1.8601 -1.9068
S 2.3450 1.3906 -1.1113
H -0.5829 0.7834 -3.7205
H 0.9751 0.0417 -3.3450
H -0.3865 1.9112 -0.8525
H 2.0683 0.9910 0.1565
C -3.7190 1.6040 2.1533
C -2.9979 2.2097 0.9816
O -1.8685 2.6421 1.0906
C -3.7412 2.2581 -0.3296
H -3.0770 1.6322 3.0296
H -4.6305 2.1653 2.3620
H -3.9787 0.5675 1.9339
H -4.6523 2.8463 -0.2209
H -4.0027 1.2478 -0.6478
H -3.1144 2.7223 -1.0900
C 4.0158 -2.9905 1.9879
C 3.2811 -1.8578 1.3278
O 3.1836 -0.7621 1.8369
C 2.6521 -2.1082 -0.0167
H 4.4120 -2.6575 2.9432
H 3.3373 -3.8279 2.1562
H 4.8412 -3.3192 1.3550
H 1.9017 -2.8974 0.0436
H 3.4112 -2.3825 -0.7509
H 2.1746 -1.1823 -0.3148
*
```

Computed properties:
Max |F|, hartree/bohr: 0.020
Kohn-Sham gap, eV: 7.91
Lowest unoccupied orbital energy, eV: -4.68

=====

[3]
Molecular formula: C27H45N3O3PS2W
Method: DFT, ωB97M-V with the def2-TZVPD basis set

Structure (ORCA input):
```
! wB97M-V def2-TZVPD RIJCOSX def2/J DEFGRID3
* xyz 3 1
W 0.1492 -1.2566 -0.6503
N 1.0705 -2.1282 1.4041
N 2.3292 -2.7342 1.4553
C 3.1374 -2.5779 0.4166
N 4.3383 -3.1156 0.4096
S 2.6284 -1.6213 -0.9083
H 0.9818 -1.4252 2.1429
H 0.3570 -2.8453 1.5792
H 2.5852 -3.2662 2.2797
H 4.6855 -3.6880 1.1681
H 4.9526 -2.9849 -0.3818
C 0.7121 -1.3187 -5.2528
C 0.0961 -1.8441 -3.9842
O 0.6332 -1.0618 -2.8308
H 0.3378 -1.9067 -6.0918
H 1.8000 -1.4313 -5.2447
H 0.4570 -0.2755 -5.4359
H 0.3357 -2.8903 -3.8170
H -0.9833 -1.7121 -3.9535
H 1.5069 -0.7233 -3.0992
C 2.0820 1.8009 0.9468
C 0.6999 2.2625 0.4639
C -0.3475 1.9154 1.5329
C 0.7364 3.7843 0.2526
P 0.4268 1.3518 -1.1590
C 1.6761 2.0050 -2.2974
C 1.4785 3.2998 -2.7915
C 2.3973 3.8722 -3.6574
C 3.5226 3.1623 -4.0540
C 3.7345 1.8795 -3.5716
C 2.8188 1.3106 -2.6957
C -1.2460 1.5719 -1.9826
C -2.0496 2.7916 -1.5297
C -2.0422 0.3069 -1.6408
C -1.0912 1.6259 -3.5142
H 2.2772 2.2579 1.9195
H 2.8818 2.1048 0.2700
H 2.1392 0.7150 1.0746
H -0.2413 2.6344 2.3465
H -0.2007 0.9258 1.9610
H -1.3759 1.9832 1.1802
H 0.8863 4.2361 1.2355
H -0.1921 4.1860 -0.1477
H 1.5630 4.0998 -0.3793
H 0.6066 3.8749 -2.5100
H 2.2311 4.8770 -4.0236
H 4.2341 3.6112 -4.7349
H 4.6158 1.3258 -3.8689
H 3.0472 0.3352 -2.2935
H -2.2027 2.8358 -0.4546
H -3.0355 2.7489 -2.0023
H -1.5832 3.7190 -1.8571
H -2.4739 0.3179 -0.6465
H -1.4664 -0.6667 -1.7676
H -2.8439 0.1428 -2.3644
H -0.6969 2.5785 -3.8533
H -2.0876 1.5088 -3.9477
H -0.4517 0.8435 -3.9108
C -1.6815 -1.6199 6.9246
C -1.9234 -1.6936 5.4421
C -1.5019 -2.7960 4.6977
C -1.6873 -2.8618 3.3256
C -1.3972 -4.1465 2.5877
C -2.2977 -1.7722 2.6954
C -2.7968 -0.6781 3.4116
C -3.5852 0.4303 2.7582
C -2.6070 -0.6742 4.7859
C -2.2707 -1.6778 1.2283
O -2.9954 -2.0140 0.3866
O -0.9514 -0.9631 0.7621
H -1.0178 -2.4129 7.2621
H -2.6218 -1.7144 7.4712
H -1.2484 -0.6586 7.1997
H -1.0516 -3.6388 5.2115
H -0.5183 -4.6593 2.9831
H -1.2961 -4.0198 1.5017
H -2.2320 -4.8384 2.7128
H -3.4557 0.4744 1.6738
H -3.3255 1.4008 3.1789
H -4.6512 0.2750 2.9330
H -3.0092 0.1501 5.3654
S -0.4143 -3.2199 -1.2318
*
```

Computed properties:
Max |F|, hartree/bohr: 0.049
Kohn-Sham gap, eV: 5.64
Lowest unoccupied orbital energy, eV: -10.84
ΔE to the lowest compared entry with this formula, charge and spin, kJ/mol: 236.2

=====

[4]
Molecular formula: C27H59BF9N9O7PS
Method: DFT, ωB97M-V with the def2-TZVPD basis set

Structure (ORCA input):
```
! wB97M-V def2-TZVPD RIJCOSX def2/J DEFGRID3
* xyz -1 1
C 0.3054 1.0128 0.2076
C 0.3509 -0.4241 -0.0868
P 1.8020 -1.6403 0.0043
C 2.9330 -0.3553 -0.8626
C 3.1792 -2.9939 0.0010
C 4.7016 -2.5881 -0.1752
C 5.3014 -2.8219 -1.6687
C 6.7440 -2.1437 -1.7735
C 1.3524 -2.2490 -1.7782
C 0.5791 -1.2202 -2.7127
C 0.7424 -1.7850 -4.2363
C 0.1956 -0.6442 -5.2464
C -1.2720 -0.1226 -4.8736
C -1.2282 1.3273 -4.1952
C -2.2284 1.4910 -2.9389
C -2.0036 3.0047 -2.4100
C -3.0358 3.4477 -1.2814
C -3.0729 2.4992 0.0113
B 2.3377 -1.0856 1.7942
O 3.5429 -1.5716 2.4936
N 1.5982 -0.1404 2.7215
C 1.6283 -0.5695 4.1416
C 2.4831 1.0904 2.7235
S 0.5645 -3.2236 0.9565
O 0.8418 -4.6251 0.4087
O 0.8736 -3.3588 2.4501
C -1.2825 -3.1147 0.8163
F -1.7414 -4.4377 1.1746
F -1.7842 -3.0260 -0.5223
C -2.0573 -2.1848 1.8567
F -1.2966 -1.1863 2.4626
F -2.5075 -2.9900 2.9515
C -3.3945 -1.4895 1.3183
F -3.7713 -0.5750 2.3504
F -3.2378 -0.7043 0.1795
C -4.6512 -2.4610 1.1600
F -4.4111 -3.6309 0.4634
F -5.6135 -1.7411 0.3999
F -5.2948 -2.7240 2.3852
H 0.5413 1.7539 -0.6190
H 0.0435 1.4040 1.2517
H -0.7296 -0.7147 -0.3975
H 3.6982 0.0703 -0.1110
H 2.4145 0.5590 -1.2945
H 3.4575 -0.7653 -1.8014
H 3.1309 -3.5920 0.9850
H 3.0146 -3.8117 -0.7922
H 5.3012 -3.3824 0.4174
H 5.0526 -1.6202 0.2960
H 4.5715 -2.5402 -2.4878
H 5.4663 -3.9548 -1.7675
H 6.7656 -1.1404 -2.3006
H 7.1818 -1.9762 -0.7232
H 7.4463 -2.9123 -2.2606
H 2.2808 -2.5434 -2.3923
H 0.7104 -3.2079 -1.7774
H -0.5529 -1.2953 -2.5291
H 0.9626 -0.1614 -2.7605
H -0.0129 -2.6459 -4.3288
H 1.8013 -2.1152 -4.4675
H 0.1324 -1.1102 -6.2945
H 0.9654 0.1972 -5.2322
H -1.8818 -0.0888 -5.8480
H -1.8493 -0.8142 -4.1774
H -0.1804 1.5612 -3.8083
H -1.5897 2.0881 -4.9730
H -1.9666 0.7951 -2.0742
H -3.3241 1.3335 -3.2418
H -2.2228 3.6670 -3.3246
H -0.9141 3.1626 -2.1237
H -2.6823 4.4793 -0.9087
H -4.0977 3.6263 -1.6719
H -4.1099 2.0369 0.1677
H -2.2474 1.7231 -0.0349
H -2.8528 3.1461 0.9338
H 4.3092 -1.0031 2.2814
H 2.6464 -0.4567 4.6574
H 1.2375 -1.6088 4.3497
H 0.9286 0.1508 4.7113
H 1.9328 1.8683 3.3705
H 3.4876 0.9117 3.2187
H 2.5928 1.5533 1.6920
C 5.9779 2.6303 3.0716
O 5.7413 1.4898 2.7088
N 6.5628 2.9098 4.2631
N 5.6756 3.7168 2.3139
H 6.7661 3.8386 4.5823
H 6.8012 2.1259 4.8510
H 5.2398 3.5473 1.4227
H 5.8613 4.6620 2.5933
C -7.0388 4.1836 -2.8812
O -5.9207 3.7096 -3.0301
N -8.1321 3.4160 -2.6654
N -7.2775 5.5230 -2.9187
H -9.0557 3.7817 -2.5394
H -7.9942 2.4223 -2.6299
H -6.4874 6.1253 -3.0767
H -8.1852 5.9320 -2.7987
C -10.1726 1.2804 -0.4798
O -9.5799 2.0380 -1.2368
N -9.5274 0.3938 0.3170
N -11.5265 1.2627 -0.3732
H -9.9928 -0.2358 0.9441
H -8.5217 0.3775 0.2658
H -12.0403 1.9072 -0.9497
H -12.0307 0.6499 0.2406
C 7.2251 -0.9716 5.3613
O 7.8542 -0.2436 4.6083
N 7.8272 -1.8568 6.1998
N 5.8707 -0.9582 5.4226
H 7.3283 -2.4630 6.8242
H 8.8320 -1.8950 6.1812
H 5.3894 -0.3150 4.8121
H 5.3323 -1.5469 6.0311
*
```

Computed properties:
Max |F|, hartree/bohr: 0.145
Kohn-Sham gap, eV: 5.25
Lowest unoccupied orbital energy, eV: 1.69

=====

[5]
Molecular formula: C7H27ClNO7
Method: DFT, ωB97M-V with the def2-TZVPD basis set

Structure (ORCA input):
```
! wB97M-V def2-TZVPD RIJCOSX def2/J DEFGRID3
* xyz -1 1
Cl -0.9164 -0.5122 2.0338
C 0.3642 -2.9946 -1.3098
O -0.0804 -1.8367 -0.5769
C 0.9415 -1.2317 0.2030
C 0.7287 0.2606 0.2624
N 0.7699 0.8835 -1.0706
C 0.6789 2.3543 -1.0002
C 1.0500 3.0136 -2.3488
O 0.1033 2.6988 -3.3229
C 0.4279 3.0372 -4.6359
H 1.2165 -2.7962 -1.9598
H -0.4583 -3.4236 -1.8820
H 0.7052 -3.8335 -0.7032
H 1.9412 -1.3396 -0.2178
H 1.0452 -1.7359 1.1638
H 1.5015 0.7314 0.8701
H -0.2465 0.3756 0.7355
H -0.0181 0.6417 -1.6542
H 1.4639 2.6714 -0.3137
H -0.2692 2.7444 -0.6299
H 2.0214 2.6436 -2.6770
H 1.1194 4.1008 -2.3148
H -0.2444 2.7000 -5.4248
H 1.3922 2.6007 -4.8962
H 0.4265 4.1245 -4.7134
C -1.4177 -3.2303 1.2366
O -2.4610 -2.4037 1.7847
H -0.5717 -3.2983 1.9205
H -1.5521 -4.3074 1.1374
H -0.9635 -2.8644 0.3158
H -2.1472 -1.5010 1.8754
O -1.9050 1.3925 0.5437
H -2.0655 0.9344 -0.2813
H -1.2898 0.8303 1.0146
O 0.8540 -2.2803 2.7694
H 1.5143 -1.6054 2.6119
H 0.0268 -1.8704 2.5163
O 1.0275 0.9394 3.1164
H 1.7297 0.4338 2.7072
H 0.2253 0.4787 2.8704
O -2.2304 1.0176 3.7544
H -1.6347 0.3155 3.4927
H -2.8030 1.1410 2.9973
*
```

Computed properties:
Max |F|, hartree/bohr: 0.090
Kohn-Sham gap, eV: 7.87
Lowest unoccupied orbital energy, eV: 2.86
ΔE to the lowest compared entry with this formula, charge and spin, kJ/mol: 707.0

=====

[6]
Molecular formula: C5H11AlMgO4
Method: DFT, ωB97M-V with the def2-TZVPD basis set

Structure (ORCA input):
```
! wB97M-V def2-TZVPD RIJCOSX def2/J DEFGRID3
* xyz 1 2
O 2.1919 -0.4722 0.8326
C 1.8639 -1.8249 0.7208
C 0.8119 -2.1237 -0.3408
O -0.3778 -1.3708 -0.2631
C -0.5031 -0.2070 -1.1145
C -1.6927 0.5572 -0.5961
O -1.2661 1.2795 0.5833
C -2.2027 2.1480 1.1791
Al 0.6497 0.7505 0.5865
H 1.5238 -2.2106 1.7004
H 2.7596 -2.4250 0.4711
H 0.5358 -3.1893 -0.2984
H 1.2653 -1.9297 -1.3298
H -0.6926 -0.5178 -2.1527
H -2.5347 -0.0858 -0.2861
H -2.0315 1.2962 -1.3393
H -1.6857 2.6832 1.9828
H -2.5792 2.8773 0.4457
H -3.0398 1.5564 1.5796
Mg 3.5419 0.9011 0.3281
O 2.0288 1.3857 -0.8650
H 1.4333 0.9220 -1.8244
*
```

Computed properties:
Max |F|, hartree/bohr: 0.109
Kohn-Sham gap (alpha / beta), eV: 4.93 / 5.76
Expectation value of S²: 0.756
Lowest unoccupied orbital energy (alpha / beta), eV: -5.35 / -5.47
ΔE to the lowest compared entry with this formula, charge and spin, kJ/mol: 204.3

=====

[7]
Molecular formula: C38H38AsN7NaO2S3
Method: DFT, ωB97M-V with the def2-TZVPD basis set

Structure (ORCA input):
```
! wB97M-V def2-TZVPD RIJCOSX def2/J DEFGRID3
* xyz -1 1
Na 0.7181 0.6560 0.1167
S 0.9554 1.6095 2.8824
C 2.5303 1.3013 2.2513
C 3.6344 1.0210 3.0978
C 4.8907 0.8610 2.5619
C 5.0733 0.9641 1.1811
C 3.9483 1.1784 0.4117
N 2.7104 1.3228 0.9057
H 3.4557 0.9555 4.1615
H 5.7397 0.6543 3.2052
H 6.0489 0.8533 0.7255
H 4.0261 1.2345 -0.6723
O 1.1245 -0.0793 -4.1139
C -0.1648 0.0093 -4.4875
C -0.4587 0.0365 -5.8528
C -1.7693 0.1258 -6.2832
C -2.8122 0.1926 -5.3615
C -2.5211 0.1715 -4.0087
C -1.2076 0.0841 -3.5470
C -0.8956 0.0734 -2.0810
O 0.3176 -0.1219 -1.7194
N -1.9301 0.2952 -1.2910
N -1.5938 0.3552 0.0534
C -2.5946 0.4917 0.8200
S -4.2631 0.4730 0.1921
C -5.0235 0.7650 1.8161
C -4.1142 0.1887 2.8853
S -2.4323 0.7613 2.5502
H 1.0915 -0.0840 -3.1141
H 0.3644 -0.0160 -6.5552
H -1.9797 0.1469 -7.3466
H -3.8395 0.2568 -5.7000
H -3.3077 0.2257 -3.2650
H -6.0016 0.2798 1.8112
H -5.1564 1.8363 1.9622
H -4.1242 -0.9028 2.8622
H -4.3834 0.5302 3.8853
C -3.2020 5.2972 -1.0017
C -2.1419 6.3793 -0.8000
C -1.5220 6.7911 -2.1327
C -1.0903 5.9536 0.2395
N -0.2956 4.7893 -0.1235
C -0.5831 3.4950 0.0271
N 0.3369 2.7904 -0.5729
N 1.2053 3.6842 -1.1148
N 0.8256 4.8903 -0.8698
H -3.9794 5.6486 -1.6842
H -3.6802 5.0206 -0.0569
H -2.7711 4.3936 -1.4397
H -2.6254 7.2581 -0.3622
H -1.0606 5.9388 -2.6333
H -0.7497 7.5527 -1.9981
H -2.2937 7.1925 -2.7949
H -1.5909 5.7069 1.1748
H -0.3910 6.7655 0.4253
H -1.4129 3.1042 0.5999
C -0.2154 -7.1158 -0.4497
C 1.0770 -6.6130 -0.4557
C 1.3103 -5.2650 -0.2016
C 0.2579 -4.3947 0.0765
C -1.0403 -4.9079 0.0334
C -1.2773 -6.2529 -0.2109
As 0.4818 -2.4374 0.3447
C 0.1128 -2.3920 2.2813
C 1.0130 -1.9747 3.2566
C 0.6352 -1.9138 4.5932
C -0.6503 -2.2632 4.9746
C -1.5745 -2.6298 4.0031
C -1.1993 -2.6676 2.6702
C 2.4387 -2.4532 0.2753
C 3.2599 -3.1097 1.1961
C 4.6296 -3.1842 0.9943
C 5.1981 -2.6252 -0.1457
C 4.3920 -1.9858 -1.0749
C 3.0217 -1.8919 -0.8592
H -0.3961 -8.1660 -0.6462
H 1.9142 -7.2699 -0.6629
H 2.3276 -4.8991 -0.2210
H -1.8848 -4.2482 0.1711
H -2.2951 -6.6250 -0.2301
H 2.0078 -1.6501 2.9844
H 1.3442 -1.5564 5.3301
H -0.9435 -2.2170 6.0170
H -2.5952 -2.8624 4.2846
H -1.9492 -2.8860 1.9217
H 2.8218 -3.5937 2.0599
H 5.2551 -3.6849 1.7225
H 6.2683 -2.6859 -0.3057
H 4.8276 -1.5499 -1.9663
H 2.3922 -1.3862 -1.5831
*
```

Computed properties:
Max |F|, hartree/bohr: 0.027
Kohn-Sham gap, eV: 6.08
Lowest unoccupied orbital energy, eV: 2.04
ΔE to the lowest compared entry with this formula, charge and spin, kJ/mol: 41.8

=====

[8]
Molecular formula: C30H44BCoF5N2OP2Se
Method: DFT, ωB97M-V with the def2-TZVPD basis set

Structure (ORCA input):
```
! wB97M-V def2-TZVPD RIJCOSX def2/J DEFGRID3
* xyz -2 2
Co -0.2881 2.2320 -1.4816
C -1.0243 -0.6449 4.3873
C 0.2477 0.0690 3.9137
C 1.1136 0.4838 5.1044
C 1.0481 -0.9444 3.0906
P -0.3453 1.3886 2.6550
C 1.2563 2.1185 1.9627
N 1.6801 1.3675 0.7903
B 0.7833 0.9967 -0.3134
N 1.4663 -0.1596 -0.9117
C 0.8100 -1.1517 -1.7410
P -0.7391 -1.6983 -0.8035
C -2.2413 -1.2655 -1.9115
C -3.3483 -1.0026 -0.8786
C -2.7254 -2.2901 -2.9430
C -1.9928 0.0306 -2.6810
C -0.5055 -3.6008 -0.8442
C -0.1544 -4.2273 -2.1970
C -1.7466 -4.2578 -0.2329
C 0.6577 -3.8672 0.1232
C 2.7030 -0.3259 -0.3411
C 3.7373 -1.2031 -0.6243
C 4.9315 -1.0931 0.0946
C 5.0857 -0.1282 1.0767
C 4.0387 0.7439 1.3918
C 2.8449 0.6398 0.6972
C -1.1217 2.8359 3.6570
C -2.6091 2.7249 3.2876
C -0.6003 4.1858 3.1638
C -0.9712 2.7998 5.1779
H -0.7683 -1.5317 4.9795
H -1.6036 -0.9650 3.5169
H -1.6608 -0.0002 4.9972
H 1.5820 -0.4095 5.5358
H 0.5399 0.9666 5.8932
H 1.9164 1.1565 4.7934
H 1.1244 -1.8921 3.6377
H 2.0586 -0.5936 2.9007
H 0.5637 -1.1336 2.1303
H 2.0508 2.1714 2.7113
H 0.9823 3.1242 1.6389
H 1.4677 -2.0067 -1.8963
H 0.5668 -0.7294 -2.7174
H -3.5432 -1.8854 -0.2620
H -4.2792 -0.7209 -1.3824
H -3.0492 -0.1822 -0.2221
H -2.9485 -3.2675 -2.5163
H -1.9967 -2.4120 -3.7461
H -3.6477 -1.9074 -3.3931
H -1.5888 0.8352 -2.0446
H -2.9404 0.3929 -3.0902
H -1.3057 -0.1228 -3.5157
H -0.2889 -5.3149 -2.1511
H -0.7684 -3.8472 -3.0091
H 0.8897 -4.0329 -2.4486
H -1.5448 -5.3120 -0.0086
H -2.0101 -3.7594 0.7036
H -2.6139 -4.2179 -0.8910
H 1.5456 -3.2829 -0.1310
H 0.9243 -4.9302 0.0936
H 0.3765 -3.6137 1.1461
H 3.6487 -1.9382 -1.4159
H 5.7583 -1.7528 -0.1444
H 6.0322 -0.0344 1.5973
H 4.1685 1.5076 2.1503
H -2.7223 2.8621 2.2092
H -3.1981 3.4959 3.7994
H -3.0094 1.7419 3.5534
H -0.7500 4.2992 2.0860
H 0.4581 4.3188 3.4022
H -1.1606 4.9865 3.6631
H -1.3706 1.8834 5.6148
H -1.5315 3.6397 5.6064
H 0.0710 2.9162 5.4778
Se -1.4846 3.6837 -0.3491
F -0.1329 1.9462 -8.6527
C 0.0550 1.9354 -7.3120
C 1.1174 1.2504 -6.7543
F 1.9566 0.5811 -7.5691
C 1.3241 1.2482 -5.3902
F 2.3747 0.5547 -4.9127
C 0.4846 1.9370 -4.4736
O 0.6958 1.9605 -3.2248
C -0.6190 2.5878 -5.1037
F -1.5049 3.1999 -4.3133
C -0.8183 2.6017 -6.4653
F -1.8643 3.2552 -7.0003
*
```

Computed properties:
Max |F|, hartree/bohr: 0.022
Kohn-Sham gap (alpha / beta), eV: 4.60 / 4.55
Expectation value of S²: 1.040
Lowest unoccupied orbital energy (alpha / beta), eV: 4.24 / 4.24
ΔE to the lowest compared entry with this formula, charge and spin, kJ/mol: 49.4